No. 1
A single C6H8OS molecule in a non-equilibrium geometry, computed with ωB97M-V/def2-TZVPD.

Calculated values
Max |F| (eV Å⁻¹): 10.5
LUMO energy (Eh): -0.0123
HOMO energy (eV): -8.7
Energy above the lowest of the compared OMol25 structures with the same formula, charge and spin (kJ/mol): 401.83
DFT total energy (eV): -19230.099

Each line ends with the Löwdin charge.
Element x y z (Å)
C: -1.83028 -1.26982 -0.16036  0.08
C: -0.70451 -0.51416 -0.29210  -0.54
C: 0.20344 -0.72032 0.85637  -0.11
C: 1.01546 0.09042 1.46724  -0.13
C: 0.94628 1.56375 1.02645  -0.07
O: -0.52993 0.31757 -1.17434  -0.10
C: 0.11343 -0.07655 -2.38947  -0.62
S: 0.40520 1.13098 -3.36838  0.76
H: -2.82587 -1.14184 -0.89778  0.13
H: -2.09733 -1.90834 0.70138  0.06
H: 0.04724 -1.66907 1.31056  0.09
H: 1.61502 -0.15603 2.35748  0.11
H: 1.26171 2.13559 2.02093  0.12
H: 0.05740 1.76140 0.62579  0.01
H: 1.74709 1.58235 0.25926  0.09
H: 0.57564 -1.12592 -2.34303  0.12

Cartesian forces (eV/Å) of the 2 atoms listed first:
C -3.17 0.69 -2.08
C -3.24 -6.87 7.27

***

No. 2
A single C6H8OS molecule in a non-equilibrium geometry, computed with ωB97M-V/def2-TZVPD.

Calculated values
Max |F| (eV Å⁻¹): 5.0
LUMO energy (spin up / spin down) (Eh): -0.0674 / -0.0673
HOMO energy (spin up / spin down) (eV): -6.9 / -6.9
Energy above the lowest of the compared OMol25 structures with the same formula, charge and spin (kJ/mol): 372.44
DFT total energy (eV): -19230.404

Each line ends with the Löwdin charge.
Element x y z (Å)
C: -2.03448 -1.10176 0.16177  -0.54
C: -2.58636 0.27707 -0.55064  -0.34
C: -0.63773 -1.20177 0.16608  -0.10
C: 0.20109 -0.01181 -0.15094  -0.43
C: -0.28384 1.40928 0.16939  -0.32
C: 1.54078 -0.13188 0.68369  -0.08
O: -2.90379 -1.89532 0.50632  -0.04
S: -1.88792 1.75180 0.19867  1.09
H: -2.37013 0.30570 -1.61339  0.08
H: -3.72637 0.36311 -0.38424  0.11
H: -0.15744 -1.92753 0.71764  0.07
H: 0.50415 -0.06253 -1.28001  0.17
H: 0.36920 2.17182 0.65974  0.09
H: 1.24514 -0.40111 1.76995  0.12
H: 2.05423 0.87988 0.79731  0.09
H: 2.08411 -0.89132 0.29849  0.03

Cartesian forces (eV/Å) of the 2 atoms listed first:
C 0.99 -0.03 -0.70
C -1.61 -0.37 1.06

***

No. 3
A single C6H8OS molecule in a non-equilibrium geometry, computed with ωB97M-V/def2-TZVPD.

Calculated values
Max |F| (eV Å⁻¹): 7.4
LUMO energy (Eh): 0.0217
HOMO energy (eV): -8.5
Energy above the lowest of the compared OMol25 structures with the same formula, charge and spin (kJ/mol): 422.90
DFT total energy (eV): -19229.881

Each line ends with the Löwdin charge.
Element x y z (Å)
O: 1.57447 1.02708 -0.63746  -0.17
C: 0.67631 -0.01252 -1.30235  -0.31
C: 1.12660 -1.44352 -0.69418  -0.12
C: 0.67485 -1.80078 0.75711  -0.09
C: -0.04025 -1.00889 1.52543  -0.11
C: -0.35392 0.38574 0.99159  -0.49
S: -1.70614 1.29835 0.17763  0.86
C: -0.65154 0.07152 -0.56318  -0.58
H: 2.22996 1.13850 -1.58237  0.21
H: 0.58742 0.11058 -2.48792  0.17
H: 0.86413 -2.21550 -1.39276  0.09
H: 2.24211 -1.40902 -0.76980  0.12
H: 1.13983 -2.68457 1.05541  0.08
H: -0.10343 -1.24892 2.63354  0.12
H: 0.52357 1.05886 1.04202  0.09
H: -1.37356 -0.88949 -0.52703  0.14

Cartesian forces (eV/Å) of the 2 atoms listed first:
O 2.03 -1.05 -7.00
C -0.73 -0.02 1.40

***

No. 4
2 unconnected molecules or ions with the total composition C6H8OS2 in a non-equilibrium geometry, computed with ωB97M-V/def2-TZVPD.

Calculated values
Max |F| (eV Å⁻¹): 4.6
LUMO energy (Eh): -0.0371
HOMO energy (eV): -8.6
Energy above the lowest of the compared OMol25 structures with the same formula, charge and spin (kJ/mol): 251.02
DFT total energy (eV): -30065.336

Each line ends with the Löwdin charge.
Element x y z (Å)
C: -2.85139 0.47607 -0.33977  -0.24
C: -1.62299 -0.25985 -0.00360  -0.57
C: 2.86189 -1.28572 -0.79475  -0.01
C: 2.36211 -0.03411 -0.76130  -0.34
C: -3.17471 0.89812 -1.55470  0.03
C: 1.76967 0.51594 0.44286  -0.44
O: 0.56019 2.39200 1.69930  -0.59
S: -0.69118 -0.97168 -1.16824  0.71
S: 1.23021 2.09748 0.42450  0.91
H: -3.39708 0.80656 0.45100  0.06
H: -1.35682 -0.38435 1.02651  0.04
H: 3.12596 -1.79981 -1.69032  0.05
H: 2.56392 -1.94765 -0.00270  0.06
H: 2.53093 0.70488 -1.66263  0.14
H: -3.97855 1.61958 -1.90125  0.10
H: -2.60785 0.61559 -2.31227  -0.02
H: 1.38594 -0.07152 1.34369  0.11

Cartesian forces (eV/Å) of the 2 atoms listed first:
C 1.26 0.05 -1.00
C 0.07 -0.90 -2.56

***

No. 5
A single C6H8OS2 molecule in a non-equilibrium geometry, computed with ωB97M-V/def2-TZVPD.

Calculated values
Max |F| (eV Å⁻¹): 3.7
LUMO energy (Eh): -0.0195
HOMO energy (eV): -8.9
Energy above the lowest of the compared OMol25 structures with the same formula, charge and spin (kJ/mol): 185.69
DFT total energy (eV): -30066.013

Each line ends with the Löwdin charge.
Element x y z (Å)
C: -0.33971 -1.08179 1.16781  -0.24
C: -1.27817 -0.75255 0.29541  -0.15
C: -1.38127 0.59450 -0.47508  -0.54
C: 0.91333 0.61885 -1.49977  -0.35
C: -0.38845 1.28356 -1.29906  -0.61
C: 0.74872 -0.36204 1.85111  -0.11
O: 2.33567 -1.52785 -1.76554  -0.56
S: -0.78757 2.10981 0.29048  0.88
S: 0.94287 -1.07083 -1.56300  0.98
H: -0.52894 -2.03859 1.55323  0.09
H: -2.00571 -1.47068 0.12231  0.08
H: -2.45166 0.80202 -0.66858  0.10
H: 1.72664 1.36545 -1.72059  0.11
H: -0.62574 1.93340 -2.13394  0.11
H: 1.48643 -0.01581 1.04754  0.08
H: 1.28898 -0.98599 2.68435  0.12
H: 0.34461 0.59854 2.11331  0.02

Cartesian forces (eV/Å) of the 2 atoms listed first:
C -0.62 -0.26 0.87
C 1.86 3.10 -0.81

***

No. 6
A single C6H8S molecule in a non-equilibrium geometry, computed with ωB97M-V/def2-TZVPD.

Calculated values
Max |F| (eV Å⁻¹): 5.1
LUMO energy (Eh): 0.0341
HOMO energy (eV): -8.6
Energy above the lowest of the compared OMol25 structures with the same formula, charge and spin (kJ/mol): 222.95
DFT total energy (eV): -17184.160

Each line ends with the Löwdin charge.
Element x y z (Å)
S: 2.78434 0.19455 -0.27580  0.77
C: 1.07322 0.23553 0.22078  -0.78
C: 0.37404 1.51245 0.56449  -0.06
C: -0.81207 1.56959 -0.05629  -0.06
C: -1.22549 0.23908 -0.74825  -0.10
C: 0.07557 -0.57376 -0.52710  -0.26
C: 0.53102 -1.01362 0.80995  -0.10
H: 3.07331 -1.09160 0.21156  -0.09
H: 0.95584 2.14799 1.14270  0.08
H: -1.62422 2.22134 -0.11798  0.08
H: -1.98103 -0.03333 -0.11834  0.08
H: -1.39386 0.47670 -1.83897  0.13
H: 0.20898 -1.04514 -1.45241  0.12
H: -0.08975 -0.87239 1.79850  0.16
H: 1.13055 -1.82068 0.90731  0.04

Cartesian forces (eV/Å) of the 2 atoms listed first:
S 0.79 -0.85 0.40
C 0.18 -0.45 -0.54